[1]
Density functional theory data (ωB97M-V with the def2-TZVPD basis set) for a molecular structure, C30H25N5O3RhS4 at a distorted geometry.

* LUMO energy (alpha / beta): -0.092 / -0.221 Ha
* energy above the lowest of the compared OMol25 structures with the same formula, charge and spin: 0.0 kJ/mol
* HOMO (alpha / beta): -10.3 / -10.3 eV
* E_tot: -3360.72818 a.u.
* M: 734.736 g mol⁻¹
* orbital gap (alpha / beta): 7.833 / 4.311 eV

Structure (ORCA input):
```
! RIJCOSX wB97M-V def2-TZVPD def2/J DEFGRID3
* xyz 1 5
Rh 1.661 1.434 -0.656
S -1.267 3.590 3.102
S 0.902 2.403 1.434
S -0.153 0.231 -2.569
S -3.662 3.100 4.764
O 0.198 -0.520 -3.739
O 2.769 3.592 -0.421
O 0.161 1.650 -2.561
N 3.249 1.893 -2.304
N -1.218 1.104 2.484
N 0.689 -0.310 -1.270
N 2.835 -0.387 0.241
N -2.273 1.259 3.294
C -3.007 0.094 3.603
C 4.237 2.755 -2.080
C 5.340 2.840 -2.923
C -3.935 0.030 4.636
C 3.259 1.159 -3.413
C -2.488 2.523 3.757
C -3.996 -0.971 -2.306
C -4.394 -0.384 -1.108
C 1.163 -1.536 -1.006
C 4.298 1.223 -4.328
C 4.088 3.694 -0.907
C 3.857 -0.375 1.067
C -4.436 -2.247 4.049
C -1.840 0.014 -2.088
C 0.640 -2.735 -1.482
C 5.379 2.051 -4.058
C 2.281 -1.567 -0.109
C -2.766 -1.036 2.819
C 2.771 -2.809 0.366
C 1.148 -3.948 -1.019
C 3.844 -2.762 1.278
C -0.556 2.187 2.268
C -3.474 -2.198 3.051
C 4.387 -1.549 1.619
C -3.498 0.441 -0.426
C -2.223 0.640 -0.915
C -4.654 -1.134 4.844
C -5.752 -0.642 -0.541
C 2.168 -3.998 -0.097
C -2.715 -0.780 -2.801
H -4.114 0.881 5.272
H 4.262 0.635 -5.230
H -2.376 -1.229 -3.722
H 0.711 -4.866 -1.384
H -6.247 -1.433 -1.094
H -2.040 -0.975 2.026
H -6.371 0.254 -0.582
H 2.400 0.524 -3.589
H -5.391 -1.165 5.631
H 5.222 -1.481 2.297
H -3.810 0.931 0.486
H -3.285 -3.066 2.436
H 2.524 -4.946 0.275
H -0.168 -2.705 -2.196
H 4.289 4.717 -1.255
H 4.278 0.593 1.310
H -1.503 1.268 -0.409
H 2.571 4.311 0.191
H -4.696 -1.576 -2.863
H -5.022 -3.142 4.196
H 6.135 3.529 -2.688
H 4.233 -3.680 1.695
H 4.822 3.435 -0.126
H -5.671 -0.935 0.504
H 6.224 2.101 -4.730
*
```

=====

[2]
Density functional theory data (ωB97M-V with the def2-TZVPD basis set) for C2H7ClNOPS in the gas phase at a distorted geometry.

* LUMO energy: 0.010 Ha
* energy above the lowest of the compared OMol25 structures with the same formula, charge and spin: 35.3 kJ/mol
* HOMO: -9.2 eV
* SMILES: CCO[P@@](N)(=S)Cl
* E_tot: -1410.17704 a.u.
* M: 159.578 g mol⁻¹
* orbital gap: 9.469 eV

Structure (ORCA input):
```
! RIJCOSX wB97M-V def2-TZVPD def2/J DEFGRID3
* xyz 0 1
Cl 2.856 -1.615 0.351
S 1.970 1.868 0.257
P 1.695 -0.071 -0.169
O 0.448 -0.586 0.900
N 1.031 -0.353 -1.640
C -1.859 -0.108 0.270
C -0.608 0.294 1.145
H 1.189 -1.224 -2.148
H 1.001 0.519 -2.069
H -1.773 -1.085 -0.131
H -0.314 1.360 0.794
H -0.893 0.218 2.196
H -1.992 0.530 -0.647
H -2.752 0.251 0.890
*
```

=====

[3]
Density functional theory data (ωB97M-V with the def2-TZVPD basis set) for C7H13NO5S in the gas phase at a distorted geometry.

* LUMO energy: 0.010 Ha
* energy above the lowest of the compared OMol25 structures with the same formula, charge and spin: 57.8 kJ/mol
* HOMO: -9.2 eV
* SMILES: CC(=O)[C@H](N1CCOCC1)S(=O)(=O)O
* E_tot: -1103.56215 a.u.
* M: 223.250 g mol⁻¹
* orbital gap: 9.446 eV

Structure (ORCA input):
```
! RIJCOSX wB97M-V def2-TZVPD def2/J DEFGRID3
* xyz 0 1
S -2.353 0.813 -0.460
O -2.612 1.431 1.008
O -3.407 -0.072 -0.800
O -2.087 1.865 -1.382
O 3.138 1.168 0.171
O -1.613 -0.889 1.674
N 0.545 0.217 -0.127
C 1.477 -0.180 -1.117
C -0.942 -0.252 -0.494
C -1.806 -2.608 0.035
C -1.421 -1.268 0.547
C 0.757 1.578 0.474
C 2.166 1.504 1.155
C 2.846 -0.075 -0.454
H -2.833 -2.641 0.071
H 0.687 2.360 -0.315
H 3.706 -0.185 -1.212
H -1.061 -0.512 -1.623
H 2.025 0.774 1.985
H -1.542 -2.883 -0.985
H 0.072 1.714 1.247
H 1.179 -1.231 -1.317
H 1.481 0.363 -2.092
H 2.571 2.424 1.516
H 2.803 -0.972 0.196
H -1.086 -3.222 0.665
H -2.691 0.778 1.633
*
```

=====

[4]
Density functional theory data (ωB97M-V with the def2-TZVPD basis set) for C5H3F in the gas phase at a distorted geometry.

* LUMO energy: -0.041 Ha
* energy above the lowest of the compared OMol25 structures with the same formula, charge and spin: 434.1 kJ/mol
* HOMO: -8.9 eV
* E_tot: -291.88608 a.u.
* M: 82.077 g mol⁻¹
* orbital gap: 7.755 eV

Structure (ORCA input):
```
! RIJCOSX wB97M-V def2-TZVPD def2/J DEFGRID3
* xyz 0 1
F -3.606 -0.322 -0.016
C -1.134 0.066 -0.068
C -2.334 -0.061 -0.020
C 0.245 0.445 0.331
C 1.639 1.246 -0.153
C 1.510 -0.199 -0.334
H 2.197 -0.878 0.190
H 0.143 0.320 1.358
H 1.340 -0.617 -1.288
*
```

=====

[5]
Density functional theory data (ωB97M-V with the def2-TZVPD basis set) for C4H4N2O3 in the gas phase at a distorted geometry.

* LUMO energy (alpha / beta): -0.022 / -0.022 Ha
* energy above the lowest of the compared OMol25 structures with the same formula, charge and spin: 576.2 kJ/mol
* HOMO (alpha / beta): -8.7 / -8.7 eV
* SMILES: CNC(=C=O)C(=O)N=O
* E_tot: -489.86443 a.u.
* M: 128.087 g mol⁻¹
* orbital gap (alpha / beta): 8.054 / 8.053 eV

Structure (ORCA input):
```
! RIJCOSX wB97M-V def2-TZVPD def2/J DEFGRID3
* xyz 0 1
O -3.014 -0.358 -0.967
O -0.636 -2.510 0.920
O -0.668 0.690 2.113
N -1.058 -1.377 1.077
N 0.496 0.281 -0.998
C -0.670 0.092 -0.328
C -1.887 -0.220 -0.729
C -0.668 -0.149 1.266
C 1.620 0.872 -0.298
H 0.764 -0.424 -1.676
H 2.277 1.331 -1.036
H 2.191 0.132 0.275
H 1.255 1.640 0.381
*
```

=====

[6]
Density functional theory data (ωB97M-V with the def2-TZVPD basis set) for 2 unconnected molecules or ions with the total composition C2H9N2 at a distorted geometry.

* LUMO energy: -0.120 Ha
* energy above the lowest of the compared OMol25 structures with the same formula, charge and spin: 70.9 kJ/mol
* HOMO: -15.1 eV
* E_tot: -190.84727 a.u.
* M: 61.108 g mol⁻¹
* orbital gap: 11.870 eV

Structure (ORCA input):
```
! RIJCOSX wB97M-V def2-TZVPD def2/J DEFGRID3
* xyz 1 1
N -0.304 -0.871 2.229
N -0.686 0.287 -0.345
C 0.414 0.004 -1.293
C 0.872 0.930 -2.104
H -1.034 -1.444 2.636
H -1.466 -0.311 -0.627
H 0.542 -1.432 2.279
H 0.509 1.944 -1.992
H -0.158 -0.076 2.844
H -0.371 -0.076 0.601
H 0.947 -0.916 -1.116
H 1.698 0.690 -2.758
H -0.961 1.271 -0.353
*
```

=====

[7]
Density functional theory data (ωB97M-V with the def2-TZVPD basis set) for 2 unconnected molecules or ions with the total composition H2NOS at a distorted geometry.

* LUMO energy: 0.101 Ha
* energy above the lowest of the compared OMol25 structures with the same formula, charge and spin: 91.8 kJ/mol
* HOMO: -2.7 eV
* E_tot: -529.30989 a.u.
* M: 64.089 g mol⁻¹
* orbital gap: 5.401 eV

Structure (ORCA input):
```
! RIJCOSX wB97M-V def2-TZVPD def2/J DEFGRID3
* xyz -1 1
S -2.444 -0.381 -0.062
O 2.533 -0.090 -0.258
N 1.358 -0.549 -0.134
H 0.704 0.178 -0.077
H -2.151 0.842 0.532
*
```

=====

[8]
Density functional theory data (ωB97M-V with the def2-TZVPD basis set) for a molecular structure, C4H11InNO9PS at a distorted geometry.

* LUMO energy: 0.052 Ha
* energy above the lowest of the compared OMol25 structures with the same formula, charge and spin: 565.8 kJ/mol
* HOMO: -0.4 eV
* E_tot: -1820.40100 a.u.
* M: 394.989 g mol⁻¹
* orbital gap: 1.822 eV

Structure (ORCA input):
```
! RIJCOSX wB97M-V def2-TZVPD def2/J DEFGRID3
* xyz -2 1
In 2.397 0.361 -1.770
S -0.097 -2.606 -6.574
P 1.550 6.293 -4.048
O 2.444 5.094 -4.552
O 0.497 -3.259 -5.403
O 0.881 -2.295 -7.573
O 0.877 5.524 -2.870
O 0.538 6.662 -5.152
O -0.518 -1.290 -6.160
O 0.443 -0.124 3.192
O -1.206 -3.361 -7.036
O 2.284 7.591 -3.642
N -1.216 -1.997 1.609
C 0.871 1.178 3.556
C -1.334 -1.865 3.050
C -0.954 -0.469 3.505
C -0.635 -3.049 3.721
H -1.884 -1.450 1.086
H -1.022 -4.016 3.399
H 0.324 1.948 3.012
H -1.441 -2.945 1.344
H -1.574 0.307 3.057
H 0.578 1.320 4.596
H -2.366 -2.066 3.335
H 1.953 1.260 3.455
H -0.705 -2.994 4.807
H 0.418 -3.186 3.475
H -1.103 -0.567 4.580
*
```

=====

[9]
Density functional theory data (ωB97M-V with the def2-TZVPD basis set) for C4H5ClS in the gas phase at a distorted geometry.

* LUMO energy: -0.021 Ha
* energy above the lowest of the compared OMol25 structures with the same formula, charge and spin: 258.9 kJ/mol
* HOMO: -8.7 eV
* SMILES: S=C1CC[C@@H]1Cl
* E_tot: -1013.68115 a.u.
* M: 120.604 g mol⁻¹
* orbital gap: 8.142 eV

Structure (ORCA input):
```
! RIJCOSX wB97M-V def2-TZVPD def2/J DEFGRID3
* xyz 0 1
Cl 1.255 -1.321 -0.197
S -2.036 -0.509 -0.010
C 1.254 1.441 -0.041
C 0.865 0.093 0.684
C -0.675 0.481 0.161
C -0.202 1.702 -0.325
H 2.115 1.306 -1.006
H -0.480 2.584 0.364
H 1.729 2.151 0.734
H 0.823 -0.033 1.761
H -0.398 2.296 -1.229
*
```